No. 1
# C27H80O13

A 13-piece molecular cluster, C27H80O13 overall (ωB97M-V/def2-TZVPD, the Open Molecules 2025 dataset).

Geometry as XYZ:
```
120
Properties=species:S:1:pos:R:3:mulliken_charge:R:1
C 3.39301 0.46555 -1.32462 -0.73
O 3.72127 -0.87370 -1.59534 -0.50
H 3.35807 0.87411 -2.34396 0.22
H 4.18171 0.75530 -0.66927 0.78
H 2.53567 0.53747 -0.64021 0.03
H 4.46989 -1.36671 -1.12843 0.29
C 4.01064 -1.93356 1.37302 -0.21
O 5.28282 -1.38991 1.17875 -0.61
H 3.96548 -2.96727 1.05216 0.36
H 3.33197 -1.32200 0.92757 -0.43
H 3.78382 -1.84111 2.40827 0.52
H 5.17073 -0.48901 1.54438 0.36
C 2.70042 3.26714 0.41269 0.02
O 2.97979 3.60429 1.69653 -0.70
H 3.49169 2.89886 -0.18250 0.75
H 2.29568 4.13919 -0.18684 0.36
H 1.96218 2.50110 0.30994 -0.56
H 2.25669 4.14296 1.98934 0.33
C -0.24924 0.06205 0.33303 1.74
O 0.69310 -0.96163 0.67142 0.99
H 0.29322 0.98810 0.08610 -0.71
H -0.85643 0.29636 1.16530 -0.57
H -1.01146 -0.26467 -0.53281 -0.56
H 1.39103 -0.56501 1.16735 -0.74
C 2.26741 -4.20071 -1.04011 -0.29
O 1.57352 -4.37842 -2.20959 -0.66
H 2.40693 -5.11283 -0.40458 0.38
H 1.78290 -3.39256 -0.51931 -0.30
H 3.31343 -4.01546 -1.25111 0.36
H 1.63181 -3.56189 -2.73556 0.31
C -1.88583 -3.08183 -1.53779 -0.21
O -1.38248 -4.36553 -2.03194 -0.64
H -1.16562 -2.46616 -0.95530 -0.18
H -2.72034 -3.41677 -0.86111 0.30
H -2.29832 -2.49120 -2.36258 0.35
H -0.54601 -4.17268 -2.46769 0.25
C -1.36518 -2.94958 2.64808 -0.70
C -1.61371 -4.42025 2.23175 0.45
C -0.61980 -4.94198 1.26083 -0.88
O -1.75584 -5.31311 3.08300 -0.50
H -2.20683 -2.34412 2.88931 0.04
H -0.85989 -2.47989 1.78871 0.06
H -0.78473 -2.70861 3.60596 0.25
H -2.52614 -4.35863 1.56857 0.04
H 0.29415 -5.37674 1.64876 0.45
H -0.11153 -4.18259 0.56430 -0.10
H -1.09675 -5.69159 0.64147 0.31
H -1.03070 -5.49336 3.61225 0.42
C -2.22565 1.82257 -2.10440 0.23
C -3.51219 1.14991 -1.56419 0.54
C -4.07645 0.20993 -2.64901 -1.56
O -3.42757 0.57948 -0.44877 -0.33
H -2.45472 2.64231 -2.86538 0.65
H -1.42520 1.15921 -2.47392 -0.72
H -1.84057 2.37449 -1.24612 -0.25
H -4.23498 1.92075 -1.24465 0.50
H -5.03585 -0.17458 -2.41516 0.51
H -3.38783 -0.69124 -2.64156 0.19
H -4.18456 0.79868 -3.54662 0.39
H -3.39983 1.29702 0.19132 -0.07
C -1.13572 4.46386 3.31470 -1.50
C -0.12231 4.16549 2.29958 1.38
C -0.70730 3.72180 0.94518 0.44
O 0.64388 5.14646 2.09580 -0.64
H -1.74563 5.31209 3.02223 0.49
H -0.59993 4.79268 4.25732 0.38
H -1.72849 3.57735 3.27405 0.10
H 0.42302 3.32445 2.67193 -1.13
H 0.02946 3.60277 0.13899 -0.41
H -1.59281 4.28997 0.75460 0.74
H -1.09539 2.67841 1.11100 -0.34
H 0.14636 5.96539 1.91798 0.46
C 0.50591 -3.19372 -4.70069 -1.27
C 1.21534 -2.06074 -4.06602 -0.71
C 0.46009 -1.32275 -2.97423 2.48
O 2.37531 -2.39926 -3.75245 -0.54
H 1.07415 -4.05936 -5.14332 0.18
H -0.03428 -2.77591 -5.55475 0.45
H -0.32833 -3.51498 -4.08086 0.38
H 1.38093 -1.30355 -4.82163 0.51
H 0.55401 -1.78006 -2.00949 -0.40
H -0.60280 -1.41500 -3.23153 0.05
H 0.77784 -0.29168 -2.98750 -1.33
H 2.85096 -1.62559 -3.42919 0.34
C 0.48062 0.37668 3.80466 0.08
C 1.91177 0.74700 3.48128 0.55
C 2.79600 -0.10645 4.43575 -1.76
O 2.26078 0.47779 2.32232 -0.22
H -0.17984 1.15202 3.53259 -0.55
H 0.37767 0.27565 4.87755 0.49
H 0.07309 -0.50779 3.30413 -0.28
H 2.00493 1.73726 3.74410 0.15
H 2.76182 -1.20628 4.32468 0.33
H 2.63618 0.17900 5.48654 0.47
H 3.84257 0.03909 4.27834 0.46
H 3.15814 0.86481 2.27284 0.20
C 1.25237 1.91061 -5.05766 -1.41
C 0.40525 2.61878 -3.96313 0.80
C 0.88466 2.57232 -2.51867 -0.50
O 0.40407 3.85517 -4.21284 -0.60
H 1.83373 2.56861 -5.70712 0.44
H 0.52362 1.43836 -5.78204 0.32
H 1.87120 1.11310 -4.69244 0.14
H -0.58301 2.09751 -3.96507 0.07
H 0.28987 3.14980 -1.80650 0.36
H 1.94254 2.86358 -2.38372 0.57
H 0.91437 1.54136 -2.19024 -0.57
H 1.27830 4.29084 -4.00674 0.46
C -5.39360 0.99995 2.11979 -1.75
C -3.99437 1.39752 2.63183 -0.33
C -3.02745 0.21191 2.69477 -0.50
O -3.38043 2.11958 1.86037 -0.55
H -5.93401 0.70334 2.94141 0.58
H -5.35169 0.22760 1.38106 0.24
H -6.01622 1.85781 1.82178 0.40
H -4.07229 1.87533 3.58518 0.76
H -2.06326 0.43248 3.25747 -0.21
H -2.83169 -0.42234 1.83114 0.16
H -3.52223 -0.49484 3.34330 0.75
H -3.54453 3.01472 2.03186 0.34
```

Properties
- energy above the lowest of the compared OMol25 structures with the same formula, charge and spin (kJ/mol) = 1442.1

No. 2
# C27H82F3GaN28O16P

C27H82F3GaN28O16P as an isolated structure (ωB97M-V/def2-TZVPD, the Open Molecules 2025 dataset).

Geometry as XYZ:
```
158
Properties=species:S:1:pos:R:3:mulliken_charge:R:1
C 6.16072 -1.42926 2.45895 -0.35
O 5.89875 -0.68636 3.61847 -0.45
C 5.92041 0.73503 3.43267 -0.25
C 4.62023 1.31654 3.98893 -0.26
C 3.85500 2.26064 3.04821 -0.69
C 3.77728 1.84914 1.56636 0.51
C 2.33935 1.60900 1.07996 -0.18
C 2.27649 0.98587 -0.31277 -1.37
C 2.76009 -0.46366 -0.44571 0.57
C 1.58854 -1.48357 -0.48722 -1.09
Ga 1.02721 -2.34315 1.27423 0.11
C -1.02530 -2.27213 1.34741 -0.24
C -1.61109 -2.13610 2.77637 0.25
C -2.35237 -0.85226 2.82511 0.25
F -3.58596 -0.88339 2.22572 -0.32
C -1.91737 0.32703 3.32187 -0.11
F -2.32556 1.50747 2.80775 -0.23
F -1.06210 0.46603 4.34822 -0.17
P 2.03885 -1.33977 3.16122 0.41
O 2.34274 -2.24269 4.35301 -0.79
H 5.30233 -1.49187 1.78834 0.02
H 6.36179 -2.45009 2.78281 0.33
H 7.05170 -1.09133 1.92828 0.25
H 6.11083 1.00452 2.39959 0.07
H 6.78335 1.08539 4.00331 0.36
H 3.99908 0.52157 4.38446 -0.17
H 4.89090 1.91402 4.86087 0.49
H 4.23697 3.26920 3.18534 0.40
H 2.83695 2.29055 3.41355 0.31
H 4.12031 2.68804 0.96422 0.32
H 4.36004 0.96582 1.32797 -0.39
H 1.91685 2.61346 0.99598 0.50
H 1.72988 1.07017 1.80476 -0.23
H 1.26486 1.04812 -0.70961 0.50
H 2.89468 1.62584 -0.94588 0.41
H 3.29688 -0.56425 -1.39020 0.47
H 3.47381 -0.75237 0.32323 -0.73
H 1.92326 -2.30969 -1.10419 0.38
H 0.71528 -1.00598 -0.93018 0.45
H 1.45727 -3.89437 1.31888 -0.41
H -1.38855 -3.16342 0.84677 -0.04
H -1.32353 -1.42775 0.72569 0.52
H -2.29273 -2.96213 2.98523 0.22
H -0.82363 -2.15926 3.52661 -0.16
H 3.24321 -0.74802 2.73206 -0.24
H 1.29951 -0.22784 3.65399 -0.12
C -4.00370 -5.03616 0.09057 0.66
O -2.86570 -4.61917 0.08317 -0.58
N -4.82215 -4.85228 -0.99023 -0.43
N -4.56444 -5.67652 1.17159 -0.42
H -5.77900 -5.14864 -1.02894 0.15
H -4.41973 -4.38679 -1.79047 0.22
H -3.98034 -5.80720 1.97600 0.23
H -5.50670 -6.01444 1.18975 0.14
C -4.22010 -4.92968 -5.02872 0.59
O -4.00768 -4.81491 -3.83424 -0.64
N -5.12131 -5.83144 -5.53474 -0.40
N -3.56476 -4.18551 -5.96308 -0.37
H -5.30064 -5.94320 -6.51507 0.19
H -5.61455 -6.40425 -4.87729 0.20
H -2.88546 -3.52748 -5.62875 0.21
H -3.71671 -4.27152 -6.95054 0.17
C -5.43338 -0.87382 -0.64358 0.70
O -5.48794 -0.86996 -1.87001 -0.77
N -5.31755 0.27711 0.08358 -0.30
N -5.48439 -2.02152 0.06567 -0.32
H -5.26091 0.29188 1.08395 0.17
H -5.27468 1.14248 -0.41983 0.20
H -5.53747 -2.88275 -0.45710 0.17
H -5.44621 -2.05643 1.06674 0.16
C 7.80398 0.86364 -0.47460 0.49
O 6.75606 0.92073 0.13075 -0.51
N 8.26327 -0.30814 -1.02333 -0.38
N 8.62044 1.95353 -0.66587 -0.39
H 9.12395 -0.38719 -1.52828 0.14
H 7.68703 -1.12072 -0.90389 0.24
H 8.31734 2.82957 -0.27344 0.19
H 9.48903 1.91250 -1.16205 0.14
C -6.24547 -2.33300 -8.38405 0.64
O -6.29821 -3.29553 -9.13979 -0.69
N -6.45016 -2.45833 -7.04162 -0.31
N -5.97016 -1.07050 -8.82176 -0.34
H -6.40658 -1.69126 -6.39291 0.17
H -6.64259 -3.38072 -6.70033 0.14
H -5.81386 -0.95502 -9.80427 0.19
H -5.91007 -0.27679 -8.20792 0.18
C 0.93007 -1.24263 8.09543 0.58
O 1.54697 -0.76331 9.04129 -0.73
N 1.52259 -1.65643 6.94872 -0.04
N -0.43537 -1.39415 8.12937 -0.34
H 1.02465 -2.04083 6.16199 -0.02
H 2.51943 -1.56447 6.87121 0.17
H -0.91017 -1.09697 8.95924 0.20
H -0.96617 -1.77490 7.36898 0.17
C -5.31549 1.52179 -4.94294 0.72
O -6.41941 1.30356 -5.44321 -0.73
N -4.37533 2.28395 -5.57944 -0.33
N -4.95447 1.03309 -3.74157 -0.20
H -3.46960 2.47389 -5.19484 0.17
H -4.61137 2.66505 -6.47487 0.12
H -5.61725 0.45870 -3.23604 0.17
H -4.05911 1.20466 -3.32414 0.14
C 8.62413 5.98522 -0.98016 0.63
O 7.62572 5.58532 -0.41699 -0.59
N 9.23648 5.26903 -1.97701 -0.39
N 9.22294 7.17775 -0.66534 -0.40
H 10.06310 5.57053 -2.45501 0.16
H 8.81566 4.39313 -2.22838 0.24
H 8.79841 7.72224 0.06112 0.22
H 10.04656 7.52295 -1.11791 0.15
C 1.81088 2.74785 6.51001 0.54
O 1.99833 2.63542 5.31252 -0.56
N 1.31502 3.90107 7.07366 -0.46
N 2.07584 1.73591 7.38314 -0.23
H 1.15368 4.01187 8.05541 0.14
H 1.11091 4.66044 6.45325 0.23
H 2.43266 0.88206 6.99641 0.06
H 1.93172 1.78970 8.37319 0.16
C -5.64307 5.02696 -8.53516 0.72
O -4.84809 5.39626 -7.68560 -0.65
N -5.29882 4.91421 -9.85388 -0.42
N -6.93400 4.69548 -8.23814 -0.39
H -5.93247 4.61394 -10.56896 0.15
H -4.35684 5.14956 -10.10272 0.21
H -7.21781 4.76301 -7.27815 0.21
H -7.59994 4.39065 -8.92142 0.16
C -2.57429 5.98787 -3.88913 0.56
O -1.76276 6.35117 -3.05896 -0.66
N -2.25049 5.85917 -5.22079 -0.34
N -3.87130 5.67801 -3.57314 -0.29
H -2.90041 5.56444 -5.92883 0.20
H -1.30897 6.08197 -5.47893 0.18
H -4.13868 5.76048 -2.60474 0.25
H -4.54355 5.38319 -4.25483 0.13
C 1.66667 -6.14825 7.12205 0.56
O 1.96155 -7.20921 6.59564 -0.67
N 1.45431 -6.04894 8.47947 -0.34
N 1.52170 -4.98245 6.43897 -0.17
H 1.21533 -5.19143 8.93945 0.16
H 1.55312 -6.88542 9.02025 0.19
H 1.67141 -4.99373 5.44413 0.10
H 1.28174 -4.11379 6.87878 0.20
C -3.76739 5.16842 0.99815 0.63
O -4.08252 5.84967 0.03370 -0.64
N -2.78835 4.22140 0.98346 -0.27
N -4.40070 5.30954 2.20890 -0.39
H -2.55409 3.66555 1.78509 0.15
H -2.28773 4.07875 0.12527 0.18
H -5.12818 5.99502 2.26785 0.21
H -4.16825 4.76841 3.01940 0.15
C 3.55770 -5.18355 -1.46813 0.68
O 3.54486 -3.97520 -1.57384 -0.57
N 2.46224 -5.95494 -1.74934 -0.38
N 4.66768 -5.87865 -1.04866 -0.42
H 2.44603 -6.95149 -1.65922 0.14
H 1.63094 -5.47526 -2.04066 0.22
H 5.48230 -5.34166 -0.82378 0.21
H 4.69347 -6.87396 -0.94630 0.14
```

Properties
- total charge = -1

no.,Kohn-Sham gap (eV)
1,9.4
2,6.0